Here is 7 unconnected molecules or ions with the total composition C25H59Br2FN6O9P2S in a non-equilibrium geometry from OMol25. Energies are from wB97M-V/def2-TZVPD.

CARTESIAN COORDINATES (ANGSTROEM)
1 C -0.0036 3.4350 4.8787
2 C 0.8004 2.9011 3.6715
3 C 0.1045 1.7416 2.9509
4 Br 1.5098 0.5185 2.3197
5 P -1.0881 1.9946 1.5353
6 C -0.4068 1.9793 -0.1581
7 C -2.9359 2.0893 1.6388
8 C -3.6387 3.1235 2.5234
9 C -3.3644 3.1045 4.0205
10 Br -3.1731 1.3196 4.7504
11 P -1.3294 -0.3217 1.3599
12 O -1.4877 -1.0537 2.6499
13 S -0.8399 4.3004 1.4865
14 O -1.2038 5.0218 2.6666
15 O 0.4033 4.6300 0.8548
16 F -1.9632 4.6902 0.3945
17 H -0.8530 2.7909 5.0843
18 H 0.6194 3.4130 5.7723
19 H -0.3337 4.4529 4.7258
20 H 1.1496 3.6964 3.0197
21 H 1.7073 2.4653 4.0860
22 H -0.4433 1.1535 3.6865
23 H -0.6659 2.8692 -0.7240
24 H 0.6699 1.8640 -0.0973
25 H -0.7991 1.1189 -0.6976
26 H -3.3034 1.1108 1.9350
27 H -3.2588 2.2490 0.6076
28 H -3.4979 4.1417 2.1721
29 H -4.7076 2.9299 2.4007
30 H -2.5098 3.7196 4.2804
31 H -4.2236 3.5494 4.5084
32 H -0.3542 -0.8442 0.4902
33 H -2.4905 -0.4725 0.5565
34 C -6.1793 8.4976 5.4803
35 N -5.5900 7.2248 5.1162
36 C -6.1807 6.1684 4.5051
37 C -7.6409 6.2925 4.1393
38 O -5.5348 5.1601 4.2647
39 H -5.6605 9.3155 4.9779
40 H -6.1090 8.6569 6.5576
41 H -7.2256 8.5269 5.1957
42 H -4.6150 7.0709 5.3259
43 H -7.9505 5.3682 3.6625
44 H -8.2520 6.4549 5.0277
45 H -7.7988 7.1193 3.4462
46 C 3.2875 -0.1805 -4.5476
47 N 2.1218 -0.4106 -3.7266
48 C 1.9118 -0.0468 -2.4445
49 C 3.0104 0.7233 -1.7438
50 O 0.8691 -0.3438 -1.8708
51 H 3.0249 0.3895 -5.4401
52 H 3.7054 -1.1338 -4.8786
53 H 4.0615 0.3607 -4.0125
54 H 1.3572 -0.9266 -4.1516
55 H 2.6959 0.9278 -0.7245
56 H 3.9326 0.1418 -1.7131
57 H 3.2074 1.6688 -2.2503
58 C 0.0974 -6.2062 -4.5900
59 N 0.2436 -4.8523 -5.1075
60 C 0.5461 -3.7224 -4.4347
61 C 0.7605 -3.8238 -2.9428
62 O 0.6468 -2.6516 -5.0274
63 H 0.8134 -6.8721 -5.0716
64 H -0.9088 -6.5743 -4.7945
65 H 0.2635 -6.2213 -3.5183
66 H 0.1099 -4.7080 -6.0962
67 H 0.9855 -2.8332 -2.5559
68 H -0.1379 -4.1934 -2.4483
69 H 1.5878 -4.4977 -2.7152
70 C -2.4514 4.9059 10.2419
71 N -2.4185 5.1165 8.8084
72 C -2.1380 4.2120 7.8297
73 C -1.8150 2.7999 8.2606
74 O -2.1498 4.5387 6.6559
75 H -3.4425 5.1310 10.6399
76 H -1.7268 5.5514 10.7413
77 H -2.2130 3.8746 10.4774
78 H -2.6226 6.0383 8.4575
79 H -1.6230 2.2081 7.3712
80 H -0.9320 2.7806 8.9010
81 H -2.6531 2.3573 8.7999
82 C 4.2430 -8.7980 -8.4064
83 N 3.3049 -8.4554 -7.3534
84 C 2.3195 -9.2219 -6.8198
85 C 2.1496 -10.6184 -7.3693
86 O 1.6034 -8.7893 -5.9291
87 H 5.2683 -8.7313 -8.0403
88 H 4.1352 -8.1156 -9.2504
89 H 4.0665 -9.8092 -8.7558
90 H 3.3677 -7.5371 -6.9439
91 H 1.3290 -11.0926 -6.8411
92 H 1.9177 -10.5916 -8.4343
93 H 3.0549 -11.2075 -7.2203
94 C 4.6244 -4.1884 -4.8597
95 N 5.2474 -4.0733 -6.1656
96 C 6.5319 -3.7356 -6.4653
97 C 7.4549 -3.4313 -5.3070
98 O 6.9080 -3.6856 -7.6226
99 H 4.2486 -5.2033 -4.7151
100 H 3.7811 -3.4977 -4.7926
101 H 5.3339 -3.9606 -4.0721
102 H 4.6824 -4.2580 -6.9791
103 H 8.4312 -3.1826 -5.7098
104 H 7.0852 -2.5857 -4.7259
105 H 7.5522 -4.2951 -4.6485

Force components x, y, z for each atom (eV/Å):
0.4 -0.1 -0.2
0.1 -0.1 0.8
0.4 0.5 0.2
0.0 0.1 -0.1
-0.3 -2.4 -1.0
-0.4 0.3 -0.1
-0.1 0.8 0.5
-0.5 -0.2 0.1
-0.3 0.7 -0.3
0.1 -0.1 0.1
-0.1 -0.3 0.5
0.1 0.0 0.2
0.5 0.5 0.5
-0.3 0.4 0.1
0.3 0.1 -0.3
-0.2 0.1 -0.3
-0.1 0.1 0.1
0.1 0.0 0.0
-0.2 0.0 0.0
-0.1 0.0 -0.2
0.1 -0.1 -0.1
-0.1 -0.2 -0.2
0.1 0.1 0.1
0.1 0.1 0.0
0.0 -0.1 0.0
0.2 -0.1 0.1
0.2 0.0 -0.1
0.1 0.0 0.0
0.0 -0.1 -0.1
0.2 -0.4 0.1
0.1 -0.1 0.1
0.0 0.1 -0.2
0.1 0.2 -0.3
0.2 -0.1 0.0
-0.1 0.1 0.1
0.1 0.0 0.0
0.0 0.0 0.0
-0.3 0.1 -0.1
-0.1 0.0 0.0
-0.1 0.0 0.0
0.0 0.0 0.0
0.0 0.0 0.0
0.0 0.0 0.0
0.0 0.1 0.0
0.0 0.0 0.0
0.0 -0.1 -0.1
-0.1 0.1 0.0
0.1 0.0 0.0
-0.1 0.0 0.0
0.0 0.0 0.1
0.0 0.0 0.0
0.1 0.0 0.0
0.0 0.0 0.1
0.1 -0.2 0.0
0.0 0.0 0.0
0.0 0.0 0.0
0.1 0.0 0.0
0.0 0.1 -0.3
0.0 0.0 0.1
0.0 0.0 0.1
0.0 0.1 0.0
0.1 0.1 -0.1
-0.1 0.0 0.1
0.0 0.0 0.1
0.0 0.0 0.0
0.0 0.0 0.0
0.0 0.0 0.0
0.0 -0.1 0.0
0.0 -0.1 0.0
0.0 0.2 -0.1
0.0 -0.1 0.0
0.0 -0.1 0.0
0.0 0.0 0.0
-0.1 0.1 0.1
0.0 -0.1 0.0
0.0 0.0 0.0
0.0 0.0 0.0
0.0 0.0 0.0
0.0 0.0 0.0
0.0 0.0 0.0
0.0 0.0 0.0
0.0 0.2 0.1
0.0 -0.1 0.0
0.0 0.0 0.0
0.0 0.0 0.0
0.1 0.0 0.0
0.0 0.0 0.0
0.0 0.0 0.0
0.0 0.0 0.0
0.0 0.0 0.0
0.0 0.0 0.0
0.0 0.0 0.0
0.0 0.0 -0.1
-0.2 0.0 -0.4
0.1 0.0 0.1
0.0 0.0 0.0
0.0 0.0 0.0
0.0 0.0 0.0
0.0 0.0 0.1
0.0 0.0 0.2
0.0 0.0 0.0
0.0 0.1 0.0
0.0 0.0 0.0
0.0 0.0 0.1
0.0 0.0 0.0

Output
HOMO level, hartree: -0.2930
E_tot, eV: -226467.2869
Structure (SMILES): CC[C@H](Br)P(C)(CCCBr)([PH2]=O)S(=O)(=O)F.CNC(C)=O.CNC(C)=O.CNC(C)=O.CNC(C)=O.CNC(C)=O.CNC(C)=O
Frontier orbital gap, eV: 8.31
LUMO level, eV: 0.3